55
Properties=species:S:1:pos:R:3:forces:R:3:lowdin_charge:R:1 method="wB97M-V/def2-TZVPD" smiles=c1cc[nH]c1.c1cc[nH]c1.c1cc[nH]c1.c1cc[nH]c1.c1cc[nH]c1.BrC(Br)Br total_charge=0 de_lowest_kj_mol=75.4 lumo_ev=-0.52 gap_ev=7.4
N 4.36982 -9.15459 0.20309 0.260 -0.254 1.285 -0.001
C 5.27290 -8.43252 0.94844 0.396 0.988 -1.140 -0.143
C 4.65428 -7.25769 1.31475 1.046 -0.733 1.617 -0.137
C 3.29311 -7.41077 1.09548 -0.967 -0.674 -1.162 -0.120
C 3.12234 -8.60708 0.38703 -0.045 1.085 -0.249 -0.129
H 4.63586 -9.98457 -0.30723 -0.484 0.097 0.248 0.146
H 6.29943 -8.72182 1.11852 -0.099 -0.131 -0.396 0.102
H 5.10868 -6.47436 1.90325 0.042 -0.048 -0.061 0.092
H 2.56587 -6.67497 1.40546 -0.263 -0.303 -0.261 0.090
H 2.24711 -9.01446 -0.09710 0.115 -0.023 0.120 0.100
N 0.32261 12.19567 -0.41501 0.379 -1.491 -0.302 0.004
C -0.89456 11.54133 -0.22996 0.036 2.222 -0.055 -0.157
C -0.68704 10.22587 -0.10128 0.368 -1.446 0.129 -0.139
C 0.69438 9.98514 -0.27330 1.329 1.277 0.250 -0.114
C 1.33275 11.22155 -0.46499 -1.770 -0.751 0.021 -0.114
H 0.45497 13.17858 -0.60604 -0.151 -0.339 0.047 0.138
H -1.81520 12.10496 -0.19617 0.121 0.009 0.075 0.105
H -1.39834 9.44859 0.13599 -0.167 0.256 -0.138 0.096
H 1.19671 9.04128 -0.12101 0.003 0.050 -0.286 0.086
H 2.35797 11.42840 -0.73431 -0.148 0.211 0.258 0.096
N 9.72732 -2.39988 -2.78890 0.595 -0.267 -1.056 -0.013
C 9.82468 -1.41970 -3.74477 -1.547 0.137 -1.004 -0.120
C 8.63429 -0.65924 -3.65781 2.800 0.995 -1.729 -0.136
C 7.98146 -1.04855 -2.55204 -1.378 -3.045 2.822 -0.132
C 8.58599 -2.25421 -2.10786 -1.079 1.755 1.109 -0.138
H 10.28818 -3.23977 -2.77860 0.020 0.328 0.069 0.151
H 10.51185 -1.49024 -4.57494 0.158 0.022 0.289 0.097
H 8.29628 0.14572 -4.29356 0.490 0.073 -0.076 0.095
H 7.13938 -0.60436 -2.04214 -0.149 -0.058 -0.357 0.094
H 8.32870 -2.88719 -1.27148 0.086 0.060 -0.067 0.103
N -7.13880 2.69703 2.45408 0.391 0.183 0.457 -0.001
C -5.82562 2.99071 2.28893 0.624 0.080 -1.350 -0.168
C -5.29816 3.43974 3.46175 0.551 0.144 0.256 -0.129
C -6.31735 3.42246 4.43739 -1.688 -0.985 -0.842 -0.094
C -7.44869 2.93908 3.75835 -0.241 0.004 0.688 -0.145
H -7.77822 2.40065 1.73062 0.220 0.048 0.309 0.151
H -5.37129 2.88559 1.31481 0.076 0.042 0.119 0.106
H -4.26933 3.73423 3.60728 -0.087 -0.005 -0.037 0.092
H -6.26822 3.61717 5.49855 0.058 0.117 -0.186 0.087
H -8.44933 2.64070 4.03419 0.099 0.366 0.582 0.101
N -6.98949 -4.56041 0.80286 -0.387 1.636 -0.098 0.002
C -6.22203 -4.20382 -0.29764 1.424 -0.457 2.911 -0.147
C -6.83649 -4.66093 -1.39258 1.070 0.282 -1.683 -0.142
C -8.06577 -5.16641 -1.00493 -1.942 -0.116 0.108 -0.124
C -8.21644 -4.93955 0.34758 0.185 -1.741 -0.320 -0.138
H -6.75089 -4.38387 1.76826 -0.129 0.222 -0.331 0.145
H -5.25231 -3.79627 -0.05284 0.061 -0.013 -0.584 0.107
H -6.35662 -4.63515 -2.35977 -0.388 -0.043 -0.118 0.100
H -8.78654 -5.64804 -1.64908 -0.105 0.240 0.062 0.093
H -9.04302 -5.20019 0.99198 0.212 -0.006 0.057 0.105
C 0.74935 0.64800 -0.99781 0.346 0.470 0.249 -1.480
Br 1.95319 -0.47908 0.16475 -0.898 0.909 -1.224 0.498
Br 1.32799 0.91816 -2.88389 -0.107 -0.304 1.394 0.519
Br 0.42215 2.40508 -0.10998 0.261 -1.111 -0.585 0.498
H -0.21987 0.15401 -1.06639 0.400 0.035 0.167 -0.036